Entry from the OMol25 dataset: a cluster of 13 separate species, C60H77N13O20 in total at a distorted geometry (ωB97M-V/def2-TZVPD).

total charge: 0
HOMO: -9.4 eV
LUMO: -0.036 Eh

Element x y z (Å)
C1 -2.93415 3.71729 -0.08190
C2 -4.03763 4.43927 0.28622
C3 -3.92870 5.70207 0.79203
C4 -2.64061 6.19425 1.01867
C5 -1.49020 5.45907 0.77006
C6 -1.64353 4.19153 0.15699
N1 -2.42003 7.62085 1.45228
O1 -3.41091 8.30035 1.72212
O2 -1.29947 8.05996 1.46965
H1 -3.07565 2.82002 -0.69806
H2 -5.04353 4.10273 0.05093
H3 -4.77074 6.34403 1.04729
H4 -0.54117 5.97467 0.96166
H5 -0.79837 3.56086 -0.22017
C7 -2.04076 3.81085 5.07426
C8 -1.66322 3.20693 6.26390
C9 -0.87747 2.05060 6.19624
C10 -0.59535 1.43807 4.97596
C11 -1.01654 2.00480 3.76847
C12 -1.76192 3.16914 3.83983
N2 0.23608 0.24679 4.99294
O3 0.67961 -0.28941 6.04163
O4 0.50844 -0.14709 3.86080
H6 -2.60567 4.71828 5.10276
H7 -1.92908 3.69436 7.19010
H8 -0.45890 1.51076 7.05834
H9 -0.80014 1.50363 2.84360
H10 -2.05479 3.70319 2.95772
C13 2.78816 3.93033 5.06296
C14 2.30797 3.60701 3.81810
C15 3.14586 3.59366 2.71125
C16 4.52720 3.73119 2.92244
C17 5.07337 3.99493 4.17472
C18 4.18584 4.12501 5.22831
N3 5.43210 3.68066 1.76052
O5 5.00299 3.94230 0.63069
O6 6.61729 3.50564 2.00486
H11 2.10582 3.92041 5.89871
H12 1.27437 3.36276 3.67049
H13 2.77915 3.23955 1.74542
H14 6.14587 4.08070 4.31642
H15 4.60491 4.11910 6.25563
C19 -5.73044 -2.12348 -4.71391
C20 -4.45273 -1.92005 -4.20491
C21 -4.00884 -0.69738 -3.70901
C22 -4.91289 0.38130 -3.75171
C23 -6.15887 0.26235 -4.36600
C24 -6.56931 -0.99180 -4.78857
N4 -4.52821 1.72393 -3.20701
O7 -5.35741 2.63629 -3.22862
O8 -3.35290 1.90429 -2.85857
H16 -6.06796 -3.17221 -4.86487
H17 -3.75649 -2.76289 -4.09605
H18 -3.05103 -0.58824 -3.31529
H19 -6.80007 1.13997 -4.40705
H20 -7.60972 -1.08668 -5.05609
C25 -1.96552 -4.58050 -3.13992
C26 -2.26977 -3.87190 -1.99112
C27 -3.53810 -3.92246 -1.45945
C28 -4.47962 -4.69766 -2.11978
C29 -4.25688 -5.30597 -3.33632
C30 -2.93954 -5.30829 -3.83722
N5 -5.90592 -4.61218 -1.57935
O9 -6.08585 -4.51321 -0.36831
O10 -6.80743 -4.64694 -2.40251
H21 -0.96344 -4.59830 -3.57872
H22 -1.50330 -3.30953 -1.46655
H23 -3.74344 -3.46016 -0.48707
H24 -5.06463 -5.82133 -3.84464
H25 -2.60305 -5.74366 -4.77679
C31 -0.71215 0.69731 -4.48331
C32 -0.28559 -0.55635 -4.02547
C33 -0.44970 -1.69402 -4.77478
C34 -1.23445 -1.61883 -5.91763
C35 -1.70660 -0.38864 -6.40868
C36 -1.45941 0.76693 -5.63916
N6 -1.51898 -2.84950 -6.66997
O11 -1.20538 -3.96460 -6.14893
O12 -2.08486 -2.73852 -7.75383
H26 -0.46966 1.59119 -3.94112
H27 0.30650 -0.60837 -3.12357
H28 -0.04877 -2.64696 -4.48434
H29 -2.18640 -0.41284 -7.35416
H30 -1.78512 1.72900 -6.01676
C37 4.76140 -3.09678 2.28675
C38 6.03544 -2.53526 2.62024
C39 6.01050 -1.46780 3.51153
C40 4.78710 -1.01600 4.00707
C41 3.54003 -1.55333 3.69968
C42 3.58004 -2.55962 2.74475
N7 4.69768 0.18662 4.84182
O13 5.70959 0.83409 5.02794
O14 3.60903 0.45763 5.38329
H31 4.71106 -3.97782 1.66050
H32 6.96512 -2.96059 2.26050
H33 6.90952 -0.86300 3.77645
H34 2.59309 -1.09269 3.94223
H35 2.70474 -3.00520 2.33521
C43 1.68147 -0.09509 0.71879
C44 0.25964 0.42633 0.44887
O15 -0.17461 1.47978 0.88325
N8 -0.46479 -0.41179 -0.25631
C45 -1.82686 -0.06981 -0.69835
H36 2.33441 0.33101 -0.01578
H37 1.72896 -1.18469 0.76558
H38 2.03866 0.28409 1.68528
H39 -0.08059 -1.26305 -0.64016
H40 -2.12952 0.85343 -0.17942
H41 -2.42142 -0.90700 -0.36398
H42 -1.88269 0.11870 -1.77030
C46 1.75345 2.88882 -1.65943
C47 2.97142 2.25635 -2.32845
O16 2.88500 1.13603 -2.79682
N9 4.07533 3.01807 -2.34597
C48 5.26829 2.48191 -2.90953
H43 1.00417 2.08957 -1.64004
H44 1.33742 3.72616 -2.28604
H45 1.95521 3.17533 -0.60316
H46 4.08401 3.84025 -1.77756
H47 5.03056 1.95066 -3.81851
H48 5.82790 1.76529 -2.32998
H49 6.01672 3.22597 -3.15609
C49 8.11794 1.12446 -0.38205
C50 7.79906 -0.37083 -0.45163
O17 8.69959 -1.19869 -0.61574
N10 6.52707 -0.72808 -0.20720
C51 5.44199 0.07854 0.30116
H50 8.37014 1.50954 -1.38360
H51 8.98460 1.18043 0.26189
H52 7.36279 1.74272 0.09858
H53 6.33477 -1.69898 -0.19967
H54 5.05272 0.75736 -0.44522
H55 5.65991 0.68018 1.18888
H56 4.58696 -0.55963 0.57263
C52 -4.05717 -4.81421 2.48468
C53 -2.98924 -3.82787 2.19811
O18 -3.21322 -2.83247 1.55043
N11 -1.78669 -4.03041 2.82686
C54 -0.73915 -3.09349 2.50468
H57 -3.67643 -5.81780 2.65767
H58 -4.70848 -4.84016 1.61668
H59 -4.61889 -4.47851 3.36253
H60 -1.57997 -4.89147 3.30923
H61 -1.15161 -2.09274 2.57482
H62 -0.43174 -3.26735 1.46547
H63 0.07640 -3.29910 3.17775
C55 -4.05165 0.66081 1.97150
C56 -4.91459 0.53221 0.73245
O19 -5.25777 1.48138 0.07070
N12 -5.26490 -0.71842 0.40385
C57 -6.22499 -0.95712 -0.62793
H64 -3.47326 1.55056 1.90069
H65 -3.37031 -0.19057 2.08493
H66 -4.73150 0.63463 2.79828
H67 -4.95177 -1.54520 0.92721
H68 -6.68738 -1.95815 -0.46151
H69 -5.77606 -0.93319 -1.61917
H70 -6.95066 -0.15573 -0.57544
C58 2.56121 -4.99828 -0.62144
C59 2.37079 -3.59433 -1.16268
O20 1.32005 -2.91498 -1.05209
N13 3.41760 -3.03917 -1.79262
C60 3.48095 -1.67149 -2.47055
H71 3.37322 -5.56519 -1.06248
H72 1.57360 -5.45648 -0.80067
H73 2.73610 -4.90228 0.45740
H74 4.14387 -3.68684 -2.03775
H75 2.72231 -1.55484 -3.26482
H76 4.46828 -1.43351 -2.90218
H77 3.28648 -0.84208 -1.78418

Cartesian forces (eV/Å) of the 6 atoms listed first:
C 1.0 -0.7 -0.8
C -1.6 0.2 -0.4
C 0.8 1.5 1.0
C 0.4 0.2 0.1
C 0.0 -0.3 -0.7
C 0.4 0.1 -0.1

Here are the Löwdin charges for atoms 1 to 2, given in e: C -0.0832; C -0.0759